[1]
C7H14N2 in the gas phase in a non-equilibrium geometry, computed with ωB97M-V/def2-TZVPD.

```
! wB97M-V def2-TZVPD RIJCOSX def2/J DEFGRID3
* xyz 0 1
C -3.2102 -0.3433 -0.6694
C -2.2444 -0.0312 0.4810
C -1.9313 1.4993 0.5110
N -1.0283 -0.9234 0.4448
C -0.0145 -0.7593 -0.2217
N 1.0553 -0.8180 -0.8462
C 2.3131 -0.2399 -0.3267
C 2.5373 1.2100 -0.7171
C 2.5379 -0.4016 1.1921
H -2.7396 -0.1552 -1.6382
H -4.1443 0.2363 -0.6527
H -3.5210 -1.4029 -0.6438
H -2.6421 -0.2640 1.4437
H -1.4934 1.7081 -0.4812
H -2.8863 2.0851 0.5828
H -1.2223 1.7312 1.2647
H 3.0445 -0.8156 -0.8872
H 2.5112 1.3452 -1.7813
H 1.7746 1.9086 -0.2873
H 3.5121 1.4947 -0.3043
H 2.4056 -1.4489 1.4345
H 1.7790 0.1851 1.7626
H 3.5060 -0.0226 1.5030
*
```

**E_HOMO**: -0.342 Eh
**DFT total energy**: -384.59948 Eh
**Energy relative to the best compared isomer or geometry (same formula, charge and spin)**: 20.34 kcal per mole
**Frontier orbital gap**: 10.3 eV

[2]
CH4BBr in the gas phase in a non-equilibrium geometry, computed with ωB97M-V/def2-TZVPD.

```
! wB97M-V def2-TZVPD RIJCOSX def2/J DEFGRID3
* xyz 0 1
B 0.5864 -0.7709 0.1351
C -0.0778 0.7567 0.0442
Br -2.0443 0.0800 -0.0229
H 1.2063 -1.1296 -0.8990
H 0.3480 -1.6567 0.8930
H -0.0701 1.2631 -0.9934
H 0.0515 1.4575 0.8430
*
```

**E_HOMO**: -0.377 Eh
**DFT total energy**: -2639.30662 Eh
**Energy relative to the best compared isomer or geometry (same formula, charge and spin)**: 49.23 kcal per mole
**Frontier orbital gap**: 10.0 eV

[3]
2 unconnected molecules or ions with the total composition C3H4Cl2INO in a non-equilibrium geometry, computed with ωB97M-V/def2-TZVPD.

```
! wB97M-V def2-TZVPD RIJCOSX def2/J DEFGRID3
* xyz 0 1
O -2.2622 2.1114 0.5644
C -1.8797 1.0226 -0.1373
I -3.4563 -0.1974 -0.4615
C -0.6029 0.8566 -0.5709
Cl 0.6055 1.8909 0.1640
H -1.4513 2.5611 0.8165
H -0.4082 -0.0992 -1.0084
H 1.6053 -2.6081 -1.0755
N 1.5445 -1.6409 -0.8905
C 1.8451 -1.2414 0.2664
Cl 2.3757 -2.4042 1.6277
H 2.0845 -0.2513 0.7052
*
```

**E_HOMO**: -0.330 Eh
**DFT total energy**: -1464.72345 Eh
**Energy relative to the best compared isomer or geometry (same formula, charge and spin)**: 11.55 kcal per mole
**Frontier orbital gap**: 9.3 eV

[4]
A gas-phase ion, C3H3O3S (charge -1) in a non-equilibrium geometry, computed with ωB97M-V/def2-TZVPD.

```
! wB97M-V def2-TZVPD RIJCOSX def2/J DEFGRID3
* xyz -1 1
C -0.0289 -0.1429 1.1190
C 0.2143 -0.4821 -0.0107
C -0.6697 0.6843 2.1437
O 0.6755 0.6467 -2.9044
O 1.4372 -1.6429 -3.3730
O 0.6321 -1.1235 -1.0526
S 0.3989 -0.7784 -2.8910
H -1.5769 0.2235 2.5661
H 0.0111 1.1257 2.8870
H -1.0937 1.4896 1.5158
*
```

**E_HOMO**: -0.154 Eh
**DFT total energy**: -740.00519 Eh
**Energy relative to the best compared isomer or geometry (same formula, charge and spin)**: 43.95 kcal per mole
**Frontier orbital gap**: 8.1 eV